Entry 1:
46
Properties=species:S:1:pos:R:3 method="wB97M-V/def2-TZVPD" e_lumo_ev="3.5802 / 3.5783" de_lowest_kcal_mol=74.11 charge=-2 total_energy_ev=-310016.9977 gap_ev="5.423 / 5.396" spin_multiplicity=2
Ru -1.84 -0.29 -0.34
N -2.33 -0.39 1.93
N -1.39 -0.03 2.91
C -0.41 0.76 2.47
N 0.25 1.53 3.35
N -0.24 0.70 1.17
N 0.75 1.46 0.59
O 1.63 2.00 1.28
O 0.72 1.55 -0.59
H -3.10 0.28 1.91
H -2.72 -1.31 2.16
H -1.76 0.19 3.82
H 0.26 1.24 4.31
H 1.09 1.93 2.95
N -2.08 2.19 -2.77
C -2.31 2.55 -1.46
N -2.55 3.80 -1.06
N -2.73 3.69 0.28
N -2.60 2.45 0.64
N -2.34 1.70 -0.46
C -1.77 0.90 -3.16
N -1.40 0.61 -4.39
N -1.23 -0.74 -4.38
N -1.48 -1.22 -3.21
N -1.84 -0.19 -2.39
H -1.91 2.93 -3.42
Se -4.24 -3.35 2.74
Sb -4.02 -2.94 0.34
Se -4.42 -0.46 -0.16
Se -1.59 -2.60 -0.39
Se -5.33 -4.43 -1.05
N 5.87 -0.91 0.85
C 5.23 -0.53 -0.31
O 5.86 -0.04 -1.22
C 3.77 -0.84 -0.40
C 3.10 -0.55 -1.58
C 1.75 -0.88 -1.69
N 1.06 -1.46 -0.72
C 1.69 -1.71 0.42
C 3.03 -1.42 0.63
H 6.81 -0.56 0.94
H 5.35 -0.99 1.70
H 3.64 -0.09 -2.39
H 1.21 -0.69 -2.62
H 1.09 -2.17 1.19
H 3.47 -1.67 1.59

Entry 2:
98
Properties=species:S:1:pos:R:3 method="wB97M-V/def2-TZVPD" e_lumo_ev=-1.9324 de_lowest_kcal_mol=3.20 charge=+1 total_energy_ev=-94980.9706 gap_ev=8.401
Sr -1.05 -0.61 0.39
C 1.79 4.52 2.17
N 0.75 3.50 2.01
C 0.87 2.25 1.58
N -0.32 1.69 1.47
C -1.16 2.70 1.84
N -0.55 3.81 2.19
C 1.96 5.35 0.93
C 1.64 6.70 0.92
C 1.81 7.45 -0.23
C 2.29 6.86 -1.39
C 2.60 5.50 -1.38
C 2.44 4.75 -0.23
C 3.10 4.86 -2.60
N 3.32 5.38 -3.75
N 3.75 4.35 -4.57
C 3.75 3.29 -3.85
O 3.35 3.53 -2.58
C 4.07 1.92 -4.24
C 4.51 1.67 -5.53
C 4.80 0.37 -5.92
C 4.64 -0.67 -5.02
C 4.20 -0.43 -3.73
C 4.10 -1.60 -2.78
N 3.18 -1.40 -1.66
C 1.86 -1.22 -1.68
N 1.40 -1.17 -0.45
C 2.52 -1.33 0.31
N 3.62 -1.46 -0.39
C 3.91 0.87 -3.33
H 2.71 3.99 2.43
H 1.49 5.13 3.02
H 1.82 1.79 1.35
H -2.24 2.61 1.86
H 1.26 7.17 1.82
H 1.57 8.51 -0.23
H 2.42 7.43 -2.30
H 2.68 3.70 -0.24
H 4.62 2.50 -6.22
H 5.14 0.17 -6.93
H 4.86 -1.69 -5.34
H 5.06 -1.81 -2.32
H 3.79 -2.49 -3.32
H 1.28 -1.10 -2.59
H 2.51 -1.36 1.39
H 3.55 1.08 -2.33
C -2.29 -3.69 5.35
N -1.23 -3.26 4.44
C 0.13 -3.56 4.87
P -1.53 -2.21 3.23
O -0.34 -2.01 2.36
O -2.80 -2.89 2.50
P -3.18 -2.98 0.94
O -3.28 -1.62 0.34
N -4.53 -3.90 1.02
C -5.63 -3.50 1.91
C -5.00 -4.50 -0.23
N -1.99 -3.84 0.24
C -1.51 -3.57 -1.12
C -1.51 -5.09 0.82
N -2.15 -0.73 3.64
C -1.23 0.10 4.42
C -3.55 -0.55 4.06
H -2.21 -4.76 5.51
H -3.27 -3.47 4.93
H -2.20 -3.19 6.32
H 0.23 -4.63 5.01
H 0.36 -3.06 5.82
H 0.84 -3.24 4.11
H -5.23 -3.17 2.87
H -6.26 -4.37 2.09
H -6.24 -2.71 1.47
H -4.15 -4.82 -0.83
H -5.60 -3.79 -0.82
H -5.60 -5.37 0.00
H -1.94 -2.64 -1.50
H -1.81 -4.37 -1.80
H -0.42 -3.51 -1.13
H -1.92 -5.23 1.82
H -0.42 -5.07 0.89
H -1.82 -5.94 0.21
H -0.21 -0.02 4.05
H -1.26 -0.15 5.48
H -1.51 1.15 4.30
H -4.22 -1.10 3.41
H -3.79 0.51 3.98
H -3.71 -0.86 5.10
F 0.94 1.92 -1.58
C -0.09 1.55 -2.42
C -0.99 0.61 -1.99
C -1.96 0.30 -2.92
F -2.89 -0.66 -2.61
C -2.06 0.86 -4.17
F -3.02 0.51 -5.04
C -1.12 1.82 -4.54
F -1.18 2.39 -5.74
C -0.12 2.17 -3.65
F 0.78 3.09 -4.01

Entry 3:
5
Properties=species:S:1:pos:R:3 method="wB97M-V/def2-TZVPD" smiles="N#CC=S" e_lumo_ev=-1.8803 de_lowest_kcal_mol=16.09 total_energy_ev=-14413.1868 gap_ev=7.954
N 2.00 -0.62 0.05
C 0.82 -0.39 -0.17
C -0.44 0.22 -0.12
S -1.82 -0.58 -0.01
H -0.56 1.37 0.25

Entry 4:
36
Properties=species:S:1:pos:R:3 method="wB97M-V/def2-TZVPD" e_lumo_ev="3.3923 / 3.3947" de_lowest_kcal_mol=63.85 charge=-1 total_energy_ev=-25145.3455 gap_ev="5.487 / 4.838"
C 1.52 -1.53 2.41
C 2.19 -1.06 1.38
C -5.86 0.77 1.09
C 2.06 1.89 -1.59
C 4.04 0.47 -2.48
C 2.46 0.41 0.96
C -4.98 -0.50 0.77
C 3.48 0.56 -0.09
C -3.42 -0.38 0.54
C -2.69 -1.67 0.59
C 2.90 0.67 -1.51
O 0.64 -1.36 -1.19
O -1.45 -1.69 -0.07
P -0.50 -0.56 -0.64
H 1.13 -2.53 2.57
H 1.31 -0.73 3.20
H -6.31 0.53 1.98
H -5.23 1.69 1.15
H -6.60 0.89 0.36
H 2.60 2.61 -0.95
H 1.96 2.25 -2.61
H 1.10 1.72 -1.24
H 4.54 -0.48 -2.36
H 4.76 1.32 -2.43
H 3.65 0.42 -3.46
H 2.60 1.05 1.85
H 1.45 0.74 0.55
H -5.37 -1.36 1.39
H -5.32 -0.90 -0.19
H 4.05 -0.36 0.00
H 4.12 1.42 0.01
H -3.43 -0.04 -0.50
H -3.00 0.35 1.18
H 2.55 -1.85 0.65
H -3.20 -2.59 0.29
H 2.25 -0.17 -1.60

Entry 5:
30
Properties=species:S:1:pos:R:3 method="wB97M-V/def2-TZVPD" smiles=ClC(Cl)Cl.ClC(Cl)Cl.ClCCl.ClCCl.ClCCl.ClCCl e_lumo_ev=0.3436 de_lowest_kcal_mol=0.47 total_energy_ev=-181698.1484 gap_ev=11.345
Cl -0.34 -1.83 3.98
C 0.82 -2.31 2.75
Cl 1.78 -3.71 3.27
Cl 1.86 -0.96 2.33
H 0.28 -2.60 1.86
Cl -3.99 1.61 3.62
C -3.69 0.44 2.36
Cl -4.51 0.89 0.88
Cl -4.16 -1.19 2.86
H -2.63 0.42 2.16
Cl 0.07 2.12 2.24
C 1.36 2.62 3.35
Cl 2.19 4.06 2.79
H 0.91 2.81 4.32
H 2.08 1.82 3.42
Cl 2.96 0.91 -1.53
C 3.72 -0.64 -1.89
Cl 5.31 -0.80 -1.14
H 3.08 -1.43 -1.50
H 3.83 -0.73 -2.96
Cl 0.34 -1.50 -0.75
C -0.51 0.02 -1.05
Cl -2.08 -0.25 -1.83
H -0.65 0.52 -0.09
H 0.09 0.62 -1.72
Cl -0.14 0.61 -5.60
C -1.74 -0.15 -5.44
Cl -2.00 -1.37 -6.68
H -1.78 -0.62 -4.47
H -2.50 0.61 -5.53

Entry 6:
72
Properties=species:S:1:pos:R:3 method="wB97M-V/def2-TZVPD" e_lumo_ev=-0.0793 total_energy_ev=-61432.8567 gap_ev=7.850
C 2.65 0.56 2.30
C 2.53 -0.25 3.45
C 1.31 -1.23 3.71
C 0.25 -1.17 2.55
Cl -1.00 -2.52 2.68
O -0.33 0.12 2.34
C -0.83 0.68 3.50
O -1.37 0.08 4.44
H 3.52 0.38 1.62
H 1.90 1.38 2.09
H 3.35 -0.23 4.23
H 1.77 -2.26 3.72
H 0.88 -1.08 4.74
H 0.81 -1.41 1.60
H -0.78 1.81 3.56
O 2.29 -2.21 0.53
H 2.47 -2.91 -0.10
H 2.43 -1.40 0.04
O -3.45 2.42 4.60
H -2.66 1.87 4.53
H -4.12 1.93 4.12
O -2.03 -2.55 -0.64
H -2.04 -1.69 -1.09
H -1.81 -2.33 0.27
O 0.14 -1.17 -2.84
H -0.24 -1.26 -3.72
H -0.33 -1.83 -2.31
O -0.26 -3.86 -2.49
H -0.69 -4.10 -1.66
H -0.24 -4.68 -3.00
O 4.41 -1.18 -0.67
H 5.01 -0.74 -1.29
H 4.85 -2.01 -0.47
O -2.71 5.14 5.77
H -1.77 5.02 5.94
H -2.99 4.29 5.40
O -0.52 -1.78 -5.89
H -0.30 -2.45 -6.55
H -0.37 -0.94 -6.35
O 0.71 3.15 2.07
H 1.20 3.28 1.25
H 0.12 3.91 2.12
O -3.52 -1.27 -7.03
H -3.81 -0.35 -7.09
H -2.88 -1.27 -6.31
O 1.54 0.86 -1.11
H 2.35 0.35 -1.16
H 0.89 0.32 -1.59
O 6.36 -0.69 -2.72
H 6.55 -1.38 -3.36
H 6.49 0.13 -3.21
O -3.46 2.07 -6.99
H -2.94 2.27 -7.77
H -4.03 2.84 -6.89
O -0.37 3.59 5.88
H -0.23 3.35 4.95
H -0.48 2.74 6.32
O 1.37 -6.18 -2.43
H 2.18 -6.45 -2.89
H 1.66 -5.47 -1.85
O 3.81 -6.00 -0.71
H 3.08 -6.63 -0.73
H 4.59 -6.54 -0.84
O -4.31 7.78 6.62
H -5.04 7.16 6.66
H -3.53 7.22 6.48
O -2.20 -3.10 -9.45
H -2.43 -2.78 -8.56
H -2.80 -3.84 -9.58
O -3.40 8.50 3.62
H -3.80 8.29 4.48
H -3.42 7.66 3.15

Entry 7:
23
Properties=species:S:1:pos:R:3 method="wB97M-V/def2-TZVPD" smiles=CN1C(C)(C)[C@@]1(C)[NH3+] e_lumo_ev=-3.1285 de_lowest_kcal_mol=77.38 charge=+1 total_energy_ev=-9436.6165 gap_ev=10.117
C -0.23 1.38 -1.76
N -0.05 0.85 -0.43
C 0.84 -0.03 0.28
C 1.70 -0.95 -0.43
C 1.41 0.68 1.48
C -0.61 -0.27 0.12
C -1.45 -1.20 -0.66
N -1.35 0.09 1.48
H -1.00 2.20 -1.66
H 0.61 1.93 -2.10
H -0.65 0.67 -2.48
H 0.93 -1.55 -1.04
H 2.26 -1.55 0.21
H 2.25 -0.37 -1.23
H 2.49 0.73 1.34
H 1.28 0.09 2.44
H 0.96 1.62 1.51
H -2.47 -0.78 -1.01
H -1.68 -2.14 0.01
H -1.03 -1.57 -1.53
H -0.47 0.13 2.13
H -1.83 -0.79 1.73
H -1.90 0.84 1.61

Entry 8:
51
Properties=species:S:1:pos:R:3 method="wB97M-V/def2-TZVPD" e_lumo_ev=-3.7348 de_lowest_kcal_mol=0.00 charge=+1 total_energy_ev=-123337.4605 gap_ev=7.411
Ir -0.48 -1.46 -0.64
N -0.96 5.91 1.10
C -1.28 4.64 0.75
C -1.36 3.63 1.73
C -1.69 2.35 1.38
C -1.94 2.05 0.04
C -1.87 3.03 -0.95
C -1.53 4.31 -0.59
S -2.43 0.46 -0.39
O -1.86 -0.51 0.62
O -3.83 0.34 -0.65
N -1.49 -0.01 -1.68
C -2.16 -0.92 -2.52
N -1.73 -2.12 -2.09
C -2.15 -3.22 -2.71
C -3.04 -3.08 -3.75
C -3.44 -1.80 -4.10
N -3.00 -0.69 -3.48
H -0.75 6.15 2.05
H -0.87 6.63 0.41
H -1.17 3.87 2.77
H -1.76 1.59 2.14
H -2.06 2.79 -1.98
H -1.47 5.08 -1.35
H -1.77 -4.17 -2.35
H -3.42 -3.94 -4.28
H -4.15 -1.64 -4.90
C 2.76 -4.44 -1.24
N 3.07 -3.07 -1.64
C 2.15 -2.12 -1.71
N 2.53 -0.84 -1.86
O 0.91 -2.44 -1.74
H 3.49 -5.11 -1.69
H 1.77 -4.70 -1.59
H 2.80 -4.53 -0.15
H 4.03 -2.77 -1.56
H 3.45 -0.55 -1.57
H 1.81 -0.14 -1.83
Br -0.40 1.91 5.07
C 1.09 1.04 4.28
C 2.35 1.19 4.83
N 3.42 0.59 4.32
C 3.27 -0.17 3.24
C 2.04 -0.36 2.62
C 0.92 0.25 3.16
C 1.95 -1.22 1.40
O 2.92 -1.80 0.94
O 0.74 -1.27 0.90
H 2.50 1.80 5.71
H 4.16 -0.64 2.84
H -0.05 0.09 2.71

Entry 9:
11
Properties=species:S:1:pos:R:3 method="wB97M-V/def2-TZVPD" e_lumo_ev=-4.5983 de_lowest_kcal_mol=22.27 charge=+1 total_energy_ev=-6171.5402 gap_ev=11.181
N 0.11 -0.58 -0.19
C -0.82 -0.28 0.65
N -1.44 -1.19 1.43
H 0.56 -1.49 -0.18
H 0.43 0.14 -0.83
H -1.15 0.75 0.81
H -2.43 -1.33 1.39
H -0.89 -1.94 1.80
H 1.49 2.47 -2.03
H 2.40 1.89 -1.12
O 1.74 1.58 -1.74

Entry 10:
104
Properties=species:S:1:pos:R:3 method="wB97M-V/def2-TZVPD" e_lumo_ev=-0.3509 de_lowest_kcal_mol=0.00 total_energy_ev=-131273.6864 gap_ev=6.823
Ca 0.19 0.01 0.77
Cl 0.59 -6.71 4.05
C 0.34 -5.09 3.51
C -0.55 -4.26 4.22
C -0.73 -2.98 3.81
Cl -1.78 -1.92 4.66
C -0.08 -2.42 2.66
O -0.27 -1.22 2.34
C 0.78 -3.31 1.94
C 1.41 -2.90 0.73
O 1.24 -1.84 0.12
C 1.00 -4.63 2.40
H -1.07 -4.64 5.08
H 2.09 -3.64 0.28
H 1.68 -5.27 1.86
C 0.69 4.07 0.37
C 1.03 3.84 -1.07
C 1.84 4.76 -1.72
C 2.18 4.60 -3.05
C 1.71 3.50 -3.74
C 0.90 2.55 -3.11
C 0.39 1.40 -3.92
C 0.55 2.72 -1.77
N -0.29 1.77 -1.14
C -1.54 2.00 -1.07
C -2.18 3.25 -1.60
C -2.48 1.02 -0.43
C -3.94 1.23 -0.70
N -2.03 0.09 0.30
C -2.88 -0.70 1.10
C -2.91 -2.09 0.90
C -2.09 -2.69 -0.18
C -3.71 -2.87 1.71
C -4.48 -2.30 2.71
C -4.40 -0.94 2.94
C -3.59 -0.12 2.15
C -3.46 1.33 2.50
H 1.11 5.01 0.72
H 1.08 3.26 0.98
H -0.39 4.08 0.54
H 2.19 5.62 -1.17
H 2.80 5.34 -3.55
H 1.96 3.36 -4.79
H 1.11 1.13 -4.70
H -0.54 1.68 -4.43
H 0.19 0.53 -3.31
H -1.43 3.96 -1.91
H -2.81 3.71 -0.83
H -2.82 3.02 -2.46
H -4.12 1.39 -1.76
H -4.31 2.11 -0.16
H -4.50 0.37 -0.36
H -2.51 -2.45 -1.16
H -2.04 -3.77 -0.09
H -1.09 -2.27 -0.15
H -3.74 -3.95 1.56
H -5.12 -2.91 3.34
H -4.95 -0.49 3.76
H -3.43 1.44 3.59
H -4.30 1.93 2.14
H -2.53 1.73 2.10
I -1.35 4.07 3.72
C 0.34 2.83 3.92
C 1.19 3.01 5.00
C 2.36 2.29 5.09
I 3.58 2.58 6.79
C 2.73 1.41 4.05
C 3.96 0.72 3.98
C 4.25 -0.05 2.89
C 3.31 -0.14 1.85
N 2.15 0.47 1.90
C 1.84 1.22 2.97
C 0.56 1.89 2.91
O -0.26 1.69 1.95
H 0.94 3.73 5.76
H 4.68 0.82 4.79
H 5.20 -0.56 2.80
H 3.52 -0.72 0.95
I 3.75 -3.07 -2.70
C 3.89 -0.96 -2.66
C 4.66 -0.30 -3.61
C 4.74 1.08 -3.48
C 4.08 1.72 -2.45
C 3.33 0.95 -1.57
N 3.25 -0.38 -1.68
H 5.16 -0.83 -4.40
H 5.33 1.65 -4.19
H 4.14 2.79 -2.31
H 2.78 1.39 -0.75
C -0.19 -4.85 -3.03
C -0.65 -3.44 -3.11
C -1.77 -2.88 -3.68
C -1.70 -1.51 -3.38
N -0.62 -1.25 -2.66
N 0.01 -2.42 -2.52
C -2.64 -0.43 -3.78
H -0.68 -5.46 -3.79
H -0.42 -5.28 -2.05
H 0.89 -4.92 -3.18
H -2.54 -3.39 -4.24
H 0.85 -2.45 -1.95
H -2.56 -0.23 -4.86
H -2.39 0.49 -3.25
H -3.68 -0.70 -3.58

In the order shown, the computed max |F| values come out to 3.118; 1.148; 8.111; 3.839; 0.266; 2.936; 6.756; 0.604; 1.430; 3.042 eV/Å.